Entry 1:
67
Properties=species:S:1:pos:R:3:lowdin_spin:R:1 method="wB97M-V/def2-TZVPD" e_homo_ev="-10.452 / -10.919" orbital_gap_ev="7.71 / 6.41" spin_multiplicity=3 s2=2.02 total_charge=+1 de_lowest_ev=0.111
Mo 0.039 -0.107 0.523 1.086
S 0.314 -1.767 2.363 0.075
P 2.172 -1.878 1.486 0.059
C 1.980 -0.861 0.090 0.361
P 2.878 0.625 -0.095 0.036
S 1.738 1.797 1.101 0.103
C 4.605 0.583 0.398 0.000
C 5.509 -0.158 -0.365 0.001
C 6.840 -0.215 0.004 0.000
C 7.278 0.484 1.125 -0.001
C 6.386 1.231 1.876 0.000
C 5.045 1.277 1.518 0.000
C 2.919 1.089 -1.822 0.003
C 3.523 2.296 -2.171 0.001
C 3.588 2.675 -3.500 0.000
C 3.062 1.844 -4.483 0.001
C 2.469 0.639 -4.137 0.000
C 2.392 0.260 -2.804 0.005
C 2.500 -3.561 0.958 0.017
C 1.940 -4.640 1.632 0.002
C 2.235 -5.934 1.230 0.001
C 3.087 -6.148 0.157 0.000
C 3.643 -5.072 -0.523 0.001
C 3.347 -3.778 -0.128 0.008
C 3.423 -1.439 2.693 0.005
C 3.138 -0.501 3.686 0.001
C 4.099 -0.179 4.628 0.000
C 5.350 -0.780 4.580 0.000
C 5.642 -1.706 3.590 0.000
C 4.680 -2.044 2.651 0.001
H 5.179 -0.672 -1.262 0.001
H 7.543 -0.787 -0.585 0.000
H 8.323 0.450 1.406 0.000
H 6.729 1.777 2.745 0.000
H 4.339 1.846 2.109 0.001
H 3.944 2.941 -1.408 0.000
H 4.052 3.613 -3.771 0.000
H 3.117 2.139 -5.522 0.000
H 2.061 -0.005 -4.904 0.000
H 1.917 -0.673 -2.526 0.004
H 1.267 -4.476 2.465 0.000
H 1.796 -6.773 1.752 0.000
H 3.313 -7.159 -0.157 0.000
H 4.298 -5.243 -1.366 0.000
H 3.767 -2.942 -0.676 0.005
H 2.161 -0.036 3.727 0.000
H 3.873 0.538 5.405 0.000
H 6.097 -0.530 5.322 0.000
H 6.614 -2.180 3.554 0.000
H 4.912 -2.786 1.899 0.000
C -2.933 2.813 2.243 0.003
C -2.039 1.949 1.430 0.024
N -1.402 0.922 1.893 -0.001
O -1.599 0.716 3.240 -0.003
C -1.741 2.226 0.005 0.023
C -2.266 3.340 -0.829 0.003
N -0.895 1.350 -0.378 -0.007
O -0.150 1.017 -1.378 0.027
H -3.524 2.221 2.939 0.000
H -3.596 3.385 1.599 0.000
H -2.337 3.513 2.833 0.002
H -1.006 -0.022 3.451 0.001
H -1.915 4.301 -0.451 0.002
H -3.356 3.353 -0.826 0.001
H -1.919 3.224 -1.853 0.000
O -2.118 -2.116 -0.672 0.064
C -1.344 -1.419 -0.236 0.086

Entry 2:
70
Properties=species:S:1:pos:R:3:lowdin_spin:R:1 method="wB97M-V/def2-TZVPD" e_homo_ev="-10.235 / -9.595" orbital_gap_ev="7.36 / 6.56" spin_multiplicity=3 s2=2.06 total_charge=+1 de_lowest_ev=5.896
W 1.081 -0.237 0.517 1.786
O 2.611 0.331 3.185 0.019
C 1.629 -0.366 3.011 0.003
O 1.609 -1.378 2.213 0.053
C 0.282 -0.098 3.747 -0.001
C -0.368 -1.395 4.248 0.000
C -1.767 -1.118 4.827 0.000
C -2.651 -1.149 3.566 -0.001
C -1.659 -1.578 2.467 0.002
O -0.639 -2.241 3.129 0.001
C -0.638 0.539 2.677 -0.012
C 0.287 1.499 1.950 -0.046
O 0.976 2.321 2.519 -0.060
O 0.065 1.743 0.556 0.029
H 0.464 0.608 4.557 0.000
H 0.307 -1.932 4.914 0.000
H -1.802 -0.176 5.366 0.000
H -2.042 -1.920 5.508 0.000
H -3.124 -0.198 3.334 0.000
H -3.433 -1.901 3.642 0.000
H -2.089 -2.222 1.698 0.000
H -1.499 1.068 3.107 -0.003
C 0.190 -3.744 0.397 0.006
C 1.395 -3.281 -0.325 0.015
N 1.884 -2.069 -0.250 0.020
C 3.059 -1.939 -0.960 0.008
C 3.428 -3.056 -1.644 0.001
S 2.314 -4.326 -1.352 0.003
C 3.761 -0.690 -0.767 0.010
C 5.067 -0.386 -1.005 -0.001
S 5.446 1.150 -0.347 0.007
C 3.820 1.325 0.206 0.028
N 3.057 0.295 -0.099 0.019
C 3.407 2.502 0.987 0.006
H 0.184 -3.298 1.395 0.002
H 0.197 -4.827 0.486 0.000
H -0.722 -3.453 -0.129 0.001
H 4.274 -3.189 -2.284 0.000
H 5.812 -0.987 -1.483 0.000
H 4.182 3.264 0.991 0.000
H 3.214 2.198 2.025 0.002
H 2.481 2.934 0.611 0.001
O 0.607 0.711 -1.677 0.019
C -0.790 1.092 -1.587 0.012
C -1.092 1.386 -0.107 0.013
O -2.181 1.420 0.391 0.004
O -1.091 -0.462 1.754 0.014
C -1.655 -0.084 -2.010 0.007
C -1.091 -1.349 -2.120 0.013
C -1.856 -2.415 -2.562 0.003
C -3.189 -2.223 -2.882 0.000
C -3.766 -0.973 -2.721 0.003
C -3.007 0.097 -2.281 0.000
C -1.003 2.345 -2.413 0.002
C -0.702 3.591 -1.871 0.000
C -0.832 4.730 -2.647 0.000
C -1.253 4.631 -3.962 0.000
C -1.534 3.389 -4.507 0.000
C -1.406 2.247 -3.738 0.001
H 1.111 1.467 -2.028 0.002
H -0.040 -1.493 -1.894 0.007
H -1.407 -3.392 -2.662 0.000
H -3.779 -3.048 -3.247 0.000
H -4.811 -0.832 -2.947 0.000
H -3.463 1.067 -2.156 0.000
H -0.376 3.683 -0.845 0.000
H -0.606 5.693 -2.218 0.000
H -1.363 5.520 -4.562 0.000
H -1.855 3.302 -5.532 0.000
H -1.623 1.278 -4.161 0.000

Entry 3:
66
Properties=species:S:1:pos:R:3:lowdin_spin:R:1 method="wB97M-V/def2-TZVPD" e_homo_ev="-7.203 / -7.968" orbital_gap_ev="7.82 / 7.40" spin_multiplicity=3 s2=2.01 de_lowest_ev=0.125
Pd 0.528 -0.512 -0.769 1.299
O 1.494 3.405 -1.942 0.009
C 1.041 2.264 -1.801 0.009
N 1.698 1.156 -1.492 0.121
C 3.071 1.236 -1.054 0.012
C 3.281 0.363 0.164 0.010
C 4.059 0.773 1.236 0.001
C 4.201 -0.063 2.331 0.004
C 3.564 -1.293 2.331 0.000
C 2.795 -1.627 1.229 0.007
N 2.666 -0.829 0.171 0.055
C -0.446 2.034 -2.026 0.004
C -1.240 3.070 -2.494 0.003
C -2.593 2.844 -2.686 -0.003
C -3.115 1.585 -2.427 0.003
C -2.257 0.599 -1.970 0.005
N -0.966 0.833 -1.762 0.091
H 3.353 2.269 -0.839 0.003
H 3.741 0.870 -1.844 0.000
H 4.522 1.751 1.214 0.000
H 4.792 0.250 3.183 0.000
H 3.641 -1.976 3.165 0.000
H 2.245 -2.560 1.191 0.000
H -0.769 4.023 -2.688 0.001
H -3.234 3.641 -3.040 0.000
H -4.165 1.368 -2.565 0.001
H -2.600 -0.407 -1.764 0.001
S -0.867 -2.190 0.567 0.073
P -1.205 -0.492 1.583 0.019
S 0.164 0.956 1.340 0.198
C -1.301 -0.872 3.367 0.004
C -0.100 -1.067 4.049 0.005
C -0.107 -1.405 5.391 0.000
C -1.313 -1.548 6.065 0.003
C -2.508 -1.351 5.393 0.000
C -2.507 -1.017 4.045 0.003
C -2.864 0.159 1.202 0.000
C -3.121 1.516 1.370 0.002
C -4.392 2.015 1.127 0.000
C -5.408 1.162 0.716 0.000
C -5.151 -0.192 0.545 0.000
C -3.881 -0.695 0.788 0.001
H 0.834 -0.933 3.516 0.000
H 0.830 -1.552 5.913 0.000
H -1.320 -1.808 7.116 0.000
H -3.449 -1.454 5.918 0.000
H -3.443 -0.862 3.524 0.000
H -2.318 2.179 1.665 0.003
H -4.589 3.072 1.251 0.000
H -6.399 1.553 0.527 0.000
H -5.940 -0.857 0.218 0.000
H -3.666 -1.746 0.636 0.001
C 4.394 -0.921 -4.147 0.000
C 2.963 -1.165 -3.759 0.001
C 1.913 -0.489 -4.374 0.008
C 0.615 -0.752 -3.985 -0.001
N 0.291 -1.637 -3.037 0.026
C 1.299 -2.291 -2.445 0.010
C 2.634 -2.088 -2.781 0.008
H 4.499 0.021 -4.683 0.000
H 4.753 -1.722 -4.797 0.000
H 5.038 -0.897 -3.268 0.000
H 2.103 0.251 -5.141 0.000
H -0.213 -0.226 -4.447 0.000
H 1.016 -3.079 -1.756 0.000
H 3.411 -2.641 -2.267 0.000

Entry 4:
72
Properties=species:S:1:pos:R:3:mulliken_charge:R:1 method="wB97M-V/def2-TZVPD" e_homo_ev="-3.491 / -3.512" orbital_gap_ev="5.72 / 5.74" total_charge=-1 de_lowest_ev=0.000
Ti -0.266 0.009 0.004 -0.663
O 4.201 0.515 -0.073 -0.815
C 4.254 1.665 0.631 0.485
C 5.514 2.109 1.038 -0.720
C 5.645 3.288 1.745 -0.300
C 4.522 4.049 2.062 -0.817
C 3.274 3.608 1.665 -0.592
C 3.114 2.419 0.953 -0.165
C 1.764 1.952 0.575 1.261
O 1.647 0.771 0.012 -0.156
N 0.715 2.662 0.831 -1.819
N -0.384 1.954 0.387 2.153
C -1.547 2.641 0.361 -1.466
C -2.550 1.933 -0.271 1.244
C -3.860 2.402 -0.582 -1.523
C -4.675 1.644 -1.357 -0.402
C -4.211 0.388 -1.834 -1.097
C -2.981 -0.048 -1.452 -0.526
N -2.143 0.673 -0.655 1.480
H 3.258 0.372 -0.321 0.323
H 6.374 1.508 0.773 0.443
H 6.630 3.621 2.049 0.369
H 4.623 4.974 2.615 0.408
H 2.381 4.172 1.902 0.439
H -1.590 3.658 0.721 0.361
H -4.164 3.376 -0.218 0.481
H -5.666 1.995 -1.617 0.390
H -4.821 -0.232 -2.475 0.470
H -2.621 -1.021 -1.761 0.350
C 1.201 -4.007 0.997 -1.305
C 1.315 -2.535 1.248 0.486
O 0.959 -1.720 0.403 -0.234
N 1.811 -2.141 2.434 -0.060
C 2.027 -0.739 2.755 -0.822
C 0.776 -0.052 3.244 0.861
C 0.669 0.337 4.571 -0.884
C -0.511 0.900 5.024 -0.598
C -1.556 1.047 4.130 -1.484
C -1.365 0.654 2.817 0.102
N -0.225 0.120 2.371 1.001
H 1.462 -4.194 -0.043 0.198
H 0.148 -4.271 1.115 0.222
H 1.817 -4.600 1.673 0.477
H 2.047 -2.845 3.110 0.252
H 2.397 -0.248 1.860 -0.375
H 2.798 -0.684 3.521 0.616
H 1.508 0.191 5.239 0.455
H -0.611 1.213 6.055 0.405
H -2.504 1.471 4.428 0.524
H -2.155 0.767 2.090 0.311
S -0.118 -3.163 -2.208 -0.403
C -0.151 -1.602 -2.802 0.102
N -0.048 -0.416 -2.188 0.679
C -0.103 0.653 -3.091 -0.362
C 0.062 2.003 -2.787 0.039
C -0.028 2.949 -3.795 -1.221
C -0.272 2.580 -5.116 -0.495
C -0.415 1.240 -5.440 -0.488
C -0.323 0.295 -4.428 0.398
S -0.423 -1.430 -4.546 -0.366
H 0.254 2.310 -1.772 0.587
H 0.095 3.996 -3.543 0.415
H -0.345 3.334 -5.889 0.364
H -0.592 0.929 -6.462 0.377
C -5.165 -0.363 1.780 -1.118
O -3.834 -0.627 1.351 0.214
C -3.371 -1.894 1.362 0.153
S -4.275 -3.146 1.981 -0.357
S -1.791 -2.092 0.731 -0.243
H -5.288 0.713 1.664 0.278
H -5.309 -0.671 2.815 0.356
H -5.882 -0.896 1.156 0.347

Entry 5:
73
Properties=species:S:1:pos:R:3:mulliken_charge:R:1 method="wB97M-V/def2-TZVPD" e_homo_ev=-12.883 orbital_gap_ev=7.20 total_charge=+2 de_lowest_ev=1.164
Al 1.549 0.558 -0.191 -0.689
Br 0.423 7.239 2.684 -0.144
C 0.734 5.440 2.223 -0.379
C 0.761 4.462 3.222 -0.521
C 0.985 3.139 2.907 -0.717
C 1.182 2.745 1.583 0.179
O 1.380 1.461 1.303 -0.244
C 1.166 3.736 0.578 0.492
C 1.448 3.428 -0.789 0.497
N 1.650 2.235 -1.242 0.283
C 2.042 1.990 -2.584 0.311
C 1.869 2.793 -3.674 -0.688
C 2.367 2.392 -4.935 -0.993
C 3.032 1.209 -5.088 -0.894
C 3.215 0.354 -3.975 0.857
C 3.907 -0.877 -4.025 -0.487
C 4.050 -1.627 -2.889 -1.066
C 3.474 -1.177 -1.696 0.025
N 2.812 -0.036 -1.610 0.298
C 2.698 0.747 -2.734 0.545
C 0.944 5.084 0.919 -0.737
H 0.610 4.755 4.253 0.444
H 1.016 2.386 3.685 0.468
H 1.536 4.272 -1.471 0.391
H 1.348 3.739 -3.592 0.444
H 2.219 3.043 -5.786 0.438
H 3.421 0.912 -6.053 0.446
H 4.324 -1.214 -4.966 0.483
H 4.590 -2.563 -2.897 0.435
H 3.555 -1.758 -0.788 0.669
H 0.941 5.838 0.142 0.503
O 1.851 -0.984 0.890 -0.339
O 1.241 -2.189 0.228 -0.519
C -1.984 -2.496 3.485 -0.647
N -1.360 -3.759 2.858 0.148
C -0.234 -4.269 3.785 -0.695
N 0.704 -3.234 4.035 0.217
C 0.051 -2.087 4.660 -0.811
N -0.979 -1.534 3.778 0.171
C -0.462 -0.808 2.611 -0.957
P 0.359 -2.064 1.556 2.522
C -0.844 -3.460 1.481 -1.094
C 1.455 -2.815 2.839 -1.144
H -2.492 -2.827 4.389 0.367
H -2.706 -2.111 2.766 0.342
H -2.085 -4.477 2.799 0.362
H 0.221 -5.122 3.285 0.380
H -0.723 -4.591 4.703 0.389
H 0.792 -1.320 4.872 0.340
H -0.410 -2.396 5.598 0.325
H 0.301 -0.090 2.908 0.207
H -1.263 -0.288 2.095 0.501
H -0.317 -4.335 1.097 0.270
H -1.681 -3.232 0.825 0.286
H 2.212 -2.092 3.134 0.351
H 1.975 -3.673 2.407 0.380
O -0.949 -1.653 0.361 -0.184
C -1.010 -0.763 -0.518 0.116
O 0.039 -0.075 -0.821 0.054
C -2.265 -0.470 -1.223 0.542
C -3.426 -1.118 -0.825 -0.473
C -4.655 -0.850 -1.423 -1.164
C -4.660 0.087 -2.426 0.780
O -5.709 0.509 -3.158 -0.464
C -5.216 1.533 -4.037 -0.259
O -3.793 1.588 -3.858 -0.506
C -3.501 0.736 -2.836 1.000
C -2.292 0.491 -2.257 -1.358
H -3.370 -1.852 -0.033 0.256
H -5.562 -1.359 -1.126 0.473
H -5.661 2.487 -3.761 0.274
H -5.446 1.267 -5.065 0.267
H -1.390 0.985 -2.595 0.641

Entry 6:
78
Properties=species:S:1:pos:R:3:lowdin_spin:R:1 method="wB97M-V/def2-TZVPD" e_homo_ev="-10.237 / -10.225" orbital_gap_ev="5.63 / 5.56" spin_multiplicity=2 s2=0.76 total_charge=+1 de_lowest_ev=0.000
Ir -0.022 0.225 -0.941 0.633
Br -4.598 -3.112 3.277 -0.001
C -3.171 -2.058 2.696 -0.002
C -1.863 -2.382 3.063 0.001
C -0.802 -1.634 2.607 -0.003
C -0.988 -0.544 1.738 0.000
O 0.040 0.122 1.290 -0.016
C -2.342 -0.222 1.382 -0.001
C -2.626 0.825 0.450 0.004
N -1.701 1.384 -0.260 0.062
C -1.874 2.559 -1.022 0.003
C -2.990 3.355 -1.047 0.002
C -3.003 4.528 -1.828 0.000
C -1.899 4.908 -2.536 0.001
C -0.714 4.139 -2.480 0.000
C 0.472 4.505 -3.155 -0.001
C 1.584 3.728 -3.017 0.000
C 1.510 2.578 -2.218 0.000
N 0.423 2.185 -1.578 0.000
C -0.704 2.962 -1.713 0.000
C -3.407 -0.970 1.877 0.000
H -1.696 -3.246 3.692 0.000
H 0.215 -1.891 2.867 0.000
H -3.655 1.176 0.390 0.003
H -3.864 3.098 -0.466 0.000
H -3.899 5.132 -1.851 0.000
H -1.908 5.808 -3.136 0.000
H 0.482 5.390 -3.778 0.000
H 2.506 3.938 -3.539 0.000
H 2.380 1.950 -2.131 0.000
H -4.422 -0.743 1.578 0.000
O -3.169 -1.645 -2.066 0.001
As -1.853 -2.644 -1.448 0.003
O -2.434 -3.744 -0.431 0.001
O -0.964 -1.433 -0.554 0.079
C -1.013 -3.178 -3.119 0.001
C -1.884 -3.304 -4.193 0.000
C -1.400 -3.633 -5.455 0.000
C -0.046 -3.829 -5.657 0.000
C 0.836 -3.706 -4.592 0.000
C 0.349 -3.395 -3.337 0.002
S 1.473 -3.127 -2.009 0.007
O 0.861 -3.724 -0.847 0.002
O 2.801 -3.554 -2.367 0.014
O 1.439 -1.615 -1.880 0.085
H -2.784 -0.939 -2.607 0.000
H -2.945 -3.155 -4.046 0.000
H -2.091 -3.727 -6.282 0.000
H 0.325 -4.078 -6.641 0.000
H 1.898 -3.869 -4.721 0.000
N 3.034 1.133 -4.800 0.000
C 1.952 0.721 -4.799 0.000
N 0.721 0.272 -4.812 -0.001
C -0.021 0.185 -3.813 0.002
N -0.796 0.089 -2.918 0.012
C 4.470 -0.383 1.879 0.000
N 4.464 0.893 1.018 0.002
C 5.426 0.640 -0.156 0.001
N 5.027 -0.504 -0.886 0.009
C 4.967 -1.695 -0.037 0.001
N 4.078 -1.502 1.109 0.005
C 2.665 -1.477 0.728 0.005
P 2.362 -0.165 -0.530 0.068
C 3.077 1.208 0.532 0.004
C 3.813 -0.302 -1.674 0.010
H 3.791 -0.201 2.712 0.000
H 5.494 -0.487 2.241 0.000
H 4.811 1.674 1.577 0.000
H 6.409 0.501 0.297 0.000
H 5.418 1.539 -0.772 0.000
H 5.971 -1.917 0.329 0.000
H 4.602 -2.532 -0.632 0.000
H 2.055 -1.225 1.597 0.000
H 2.346 -2.457 0.377 0.000
H 2.437 1.358 1.405 0.000
H 3.132 2.150 -0.014 0.000
H 3.926 0.599 -2.277 0.000
H 3.659 -1.138 -2.351 0.000